Below is 3 unconnected molecules or ions with the total composition C10H18BrO4S3, with properties calculated with wB97M-V/def2-TZVPD.

The geometry in XYZ format:
```
36
Properties=species:S:1:pos:R:3
Br 0.53 -2.34 2.26
C -2.43 -0.93 2.83
C -0.15 4.88 1.71
H 0.23 -4.71 -1.09
O -1.15 2.92 3.14
H -3.04 1.54 2.29
O -2.25 3.50 0.93
C 1.30 4.43 1.56
O -0.25 -1.11 -0.89
H -0.32 5.46 2.61
H -2.16 -3.27 1.50
C 1.53 -3.01 -1.38
H -0.33 1.90 0.03
S -1.64 -2.65 2.67
H 2.23 2.76 0.50
C -2.84 0.44 2.71
S -1.08 3.36 1.77
H 2.53 -2.86 -1.81
C -0.66 -2.79 -2.87
H 1.69 -5.09 -1.99
H 1.58 -2.95 -0.29
C 0.92 -4.33 -1.85
O 1.20 -0.94 -2.97
C 0.15 -4.05 -3.14
H 1.68 4.05 2.51
H -1.51 -3.01 -2.21
H -1.01 -2.31 -3.78
H -0.48 5.44 0.83
S 0.46 -1.72 -2.00
C 1.27 3.29 0.53
H 0.86 -3.87 -3.96
C 0.13 2.35 0.91
H 1.94 5.25 1.24
H 0.47 1.57 1.60
H -0.49 -4.89 -3.43
H 1.09 3.71 -0.47
```

For the HOMO energy, the calculation gives -13.0003 eV. For the LUMO energy, the calculation gives -6.662 eV. The charge is +1. Its HOMO-LUMO gap is 6.339 eV.



Below is a molecular structure, C10H18Cl2N2PdS, with properties calculated with wB97M-V/def2-TZVPD.

The geometry in XYZ format:
```
34
Properties=species:S:1:pos:R:3
C -0.67 0.54 -0.96
H 2.04 0.29 4.84
Cl -0.26 1.89 0.16
Pd 0.48 -1.69 -0.25
S -0.67 -1.81 1.87
C -0.59 -0.50 -3.76
H -2.27 -0.98 -2.50
H 2.12 1.58 3.61
C -1.63 1.03 -2.07
C 0.10 1.18 4.35
N -0.73 0.33 3.52
H 1.52 -0.66 -3.28
C 0.53 -0.10 -1.47
H -1.26 -0.13 -0.30
H -0.78 -1.35 -4.42
H 0.53 -1.95 -2.60
H 2.04 -0.78 2.51
H -2.56 1.38 -1.59
Cl -1.36 -2.93 -1.13
H 2.04 0.28 0.36
H 1.24 0.71 -1.68
H -2.64 0.21 -3.78
N 1.30 -0.24 2.94
H -1.16 1.88 -2.59
H -1.73 0.30 3.55
C 1.52 0.74 3.98
H 2.74 -0.82 -1.00
C 0.55 -0.86 -2.80
H -0.07 2.23 4.12
H -0.11 1.01 5.41
C 1.91 -0.52 -0.35
C -1.89 -0.10 -3.04
C 0.00 -0.52 2.75
H -0.27 0.35 -4.38
```

Its spin multiplicity is 5. For the HOMO energy (alpha / beta), the calculation gives -4.4824 / -8.7497 eV. For the LUMO energy (alpha / beta), the calculation gives 0.624 / -2.931 eV. As for the relative energy (zero: lowest compared OMol25 entry of this formula, charge and spin): 156.9 kJ/mol. Its HOMO-LUMO gap (alpha / beta) is 5.106 / 5.819 eV. As for the expectation value of S²: 6.017.



Below is a molecular structure, C10H18Cl2N2Y, with properties calculated with wB97M-V/def2-TZVPD.

The geometry in XYZ format:
```
33
Properties=species:S:1:pos:R:3
C -0.46 -2.77 -0.52
H -4.79 2.71 -1.28
C 0.84 -2.31 0.42
C 3.36 -2.92 0.40
Cl 0.15 -0.33 -3.01
H 1.93 -3.79 -0.99
C 3.78 -1.54 0.92
N -2.99 3.60 -0.55
H -3.79 3.52 -2.52
H 0.62 -2.99 1.27
C 2.56 -0.84 1.58
C 2.08 -2.84 -0.43
C -4.13 3.57 -1.48
H -1.99 5.23 0.37
H -3.74 5.42 0.22
Y -0.63 -0.54 -0.70
H 4.61 -1.64 1.63
H 2.53 -1.28 2.57
H 4.17 -0.92 0.09
H -4.72 4.48 -1.35
H -1.28 -3.24 0.06
N -1.26 1.82 -0.38
H -0.25 -3.41 -1.42
Cl -2.76 -0.75 0.62
C -2.11 2.64 -0.49
H 4.11 -3.38 -0.23
H 2.76 0.24 1.73
H 2.19 -2.08 -1.22
H 0.70 -0.03 0.76
C 1.29 -1.00 0.81
H 3.20 -3.65 1.24
H -3.08 4.33 1.45
C -2.94 4.70 0.42
```

For the HOMO energy, the calculation gives -2.0194 eV. For the LUMO energy, the calculation gives 2.292 eV. As for the relative energy (zero: lowest compared OMol25 entry of this formula, charge and spin): 0.0 kJ/mol. The charge is -1. Its HOMO-LUMO gap is 4.311 eV.



Below is 5 unconnected molecules or ions with the total composition C10H18Cl6N2, with properties calculated with wB97M-V/def2-TZVPD.

The geometry in XYZ format:
```
36
Properties=species:S:1:pos:R:3
Cl 5.49 -16.68 29.82
H 1.61 -17.21 25.47
C 3.73 -24.01 24.40
C 4.53 -23.00 23.48
C 2.88 -18.23 17.20
H 4.42 -16.84 27.71
H -1.31 -17.64 26.40
H 2.75 -24.17 23.96
H 4.42 -18.42 28.57
H 2.57 -17.33 16.66
C 2.82 -18.13 18.62
C 0.78 -16.98 26.14
Cl 3.80 -23.44 26.06
H 1.09 -17.25 27.15
H 4.26 -18.88 21.94
C -0.44 -17.78 25.74
C 4.99 -17.52 28.34
H 4.26 -24.96 24.36
H 4.75 -23.49 22.53
Cl 7.44 -18.92 28.47
H 3.91 -18.38 16.89
C 4.97 -18.13 22.30
H -0.24 -18.85 25.76
H 6.84 -17.04 27.26
C 4.55 -17.99 23.63
N 4.18 -17.85 24.74
H 2.33 -19.13 16.94
H 5.97 -18.57 22.33
C 6.26 -17.92 27.56
Cl 0.44 -15.18 26.29
Cl 3.63 -21.51 23.04
H 5.51 -22.75 23.88
N 2.77 -18.06 19.78
Cl -0.92 -17.52 24.01
H 4.85 -17.21 21.73
H 6.05 -18.49 26.66
```

Its spin multiplicity is 2. For the HOMO energy (alpha / beta), the calculation gives 0.7210 / -8.5345 eV. For the LUMO energy (alpha / beta), the calculation gives 2.370 / 2.308 eV. The charge is -1. Its HOMO-LUMO gap (alpha / beta) is 1.649 / 10.842 eV. As for the expectation value of S²: 0.750.



Below is 3 unconnected molecules or ions with the total composition C10H18FO6S, with properties calculated with wB97M-V/def2-TZVPD.

The geometry in XYZ format:
```
36
Properties=species:S:1:pos:R:3
H 3.90 5.74 3.74
H 3.18 3.98 1.37
C -3.45 -2.59 -4.11
H -4.11 -3.26 -2.18
H 1.42 3.44 4.71
H 4.89 4.50 2.94
H 0.85 3.98 2.09
H -1.56 -2.47 -3.05
H -1.38 -2.75 -4.80
O -1.97 -4.39 -3.66
C -4.16 -3.59 -3.22
O -1.27 -1.28 -0.49
H 1.17 5.30 3.24
H -3.32 -5.49 -2.53
F 2.44 0.53 1.08
O -0.46 0.78 0.77
S -0.60 -0.85 0.82
H 1.21 -1.90 2.23
C -1.99 -2.98 -3.92
C 3.88 4.77 3.25
H -3.65 -1.55 -3.85
H 1.07 -2.76 0.57
C 1.02 -1.73 1.10
H -3.74 -2.75 -5.15
H -3.64 -5.42 -4.28
O -1.49 -1.19 2.00
O 3.39 3.81 4.20
H -5.20 -3.75 -3.49
C 2.24 -0.80 0.60
C 1.60 4.41 2.76
O 3.10 -1.21 -0.22
C -3.31 -4.84 -3.41
H 2.10 2.41 3.44
C 2.90 4.76 2.08
C 2.06 3.43 3.83
H 2.88 5.71 1.55
```

For the HOMO energy, the calculation gives -5.2371 eV. For the LUMO energy, the calculation gives 3.042 eV. The charge is -1. Its HOMO-LUMO gap is 8.279 eV.



Below is a molecular structure, C10H18GaN3O4PS3, with properties calculated with wB97M-V/def2-TZVPD.

The geometry in XYZ format:
```
40
Properties=species:S:1:pos:R:3
P -3.39 3.38 -0.24
C 2.08 -3.98 -1.96
H 3.01 -4.16 -1.44
C -1.99 5.47 0.77
H -2.74 6.47 2.52
H 1.32 3.54 3.05
H -0.54 4.26 -1.76
S -2.16 2.22 1.13
C 0.43 -4.50 -3.61
C 1.54 1.83 1.92
H 0.20 2.57 -3.35
O -0.60 -1.60 -1.83
N 0.15 -2.62 -2.19
H -0.63 2.67 -0.97
C 1.63 -4.80 -2.97
C -1.05 3.30 -1.77
C -0.29 -3.41 -3.19
H -1.14 4.84 0.48
H -1.96 4.92 2.85
H 0.05 -5.11 -4.41
C -0.86 2.61 -3.11
H 2.21 -5.67 -3.26
N 1.05 3.07 2.20
Ga 0.06 -0.02 -0.67
S -2.20 0.37 0.28
H -1.26 1.60 -3.08
H 3.09 2.02 3.28
H 3.02 0.53 2.41
O 1.04 1.12 1.04
C -1.90 5.82 2.25
C 1.35 -2.84 -1.57
H -1.97 6.38 0.16
O -3.22 4.81 0.50
O -2.44 3.51 -1.54
H -1.23 -3.12 -3.61
H -0.97 6.35 2.45
H 0.12 3.25 1.84
N 2.61 1.42 2.64
H -1.38 3.17 -3.89
S 1.92 -1.75 -0.40
```

Its spin multiplicity is 2. For the HOMO energy (alpha / beta), the calculation gives -6.2179 / -7.8380 eV. For the LUMO energy (alpha / beta), the calculation gives 0.399 / -0.429 eV. Its HOMO-LUMO gap (alpha / beta) is 6.616 / 7.409 eV. As for the expectation value of S²: 0.757.



Below is C10H18N2O in the gas phase, with properties calculated with wB97M-V/def2-TZVPD.

The geometry in XYZ format:
```
31
Properties=species:S:1:pos:R:3
H -2.50 -1.65 1.68
N -0.13 -0.72 1.04
H -0.18 -0.58 2.04
H 0.72 -0.14 -1.81
H -2.55 2.67 -1.05
H 3.35 -0.06 -1.76
C 2.75 0.47 -1.03
H -2.24 -2.05 -0.76
C -2.58 1.71 -0.65
N -0.11 1.61 0.00
H -3.14 1.84 0.24
H 3.93 -0.48 0.50
C 3.32 0.44 0.43
O 0.60 2.63 -0.21
H -2.99 0.98 -1.33
H -0.53 -1.59 -1.13
H 1.60 -1.39 -1.20
H 3.94 1.25 0.72
H 2.52 1.43 -1.38
H 2.16 -0.33 2.09
C 2.09 0.32 1.28
C -1.47 -1.19 -0.86
H -2.33 0.01 2.32
C -2.51 -0.58 1.42
H -3.42 -0.37 1.04
C 1.45 -0.36 -1.04
H -1.91 -0.58 -1.64
C 1.00 -0.19 0.43
C -1.34 -0.35 0.37
H 1.76 1.16 1.78
C -1.26 1.13 -0.16
```

For the HOMO energy (alpha / beta), the calculation gives -6.9628 / -6.9648 eV. For the LUMO energy (alpha / beta), the calculation gives 0.802 / 0.801 eV. As for the relative energy (zero: lowest compared OMol25 entry of this formula, charge and spin): 425.4 kJ/mol. Its HOMO-LUMO gap (alpha / beta) is 7.764 / 7.766 eV.



Below is 2 unconnected molecules or ions with the total composition C10H18N2O2S, with properties calculated with wB97M-V/def2-TZVPD.

The geometry in XYZ format:
```
33
Properties=species:S:1:pos:R:3
O -2.44 -2.10 -0.26
H -1.86 3.68 -0.76
H 3.02 -0.34 -1.93
H -3.90 -0.92 -1.78
C 0.64 -0.60 -0.18
S 0.60 -2.06 -1.25
H -1.39 -2.19 1.98
H 3.54 0.88 -0.89
C 2.20 -0.27 0.08
H -3.04 0.73 1.07
C -2.61 2.93 -1.33
C 2.22 0.89 1.24
H 2.29 -1.94 1.40
H 2.94 -2.24 -0.16
H 2.40 1.89 0.87
H 3.89 -1.25 1.11
H 1.33 0.94 1.85
H 3.14 0.55 1.79
H 1.91 0.96 -1.70
C -2.65 -1.30 0.61
C -3.77 0.10 -1.86
H -3.16 3.30 -2.22
N -2.63 1.88 -0.68
C 2.70 0.41 -1.23
H -2.51 -0.94 2.79
H -0.73 -2.19 -0.91
C -2.38 -1.77 2.04
C -3.20 0.63 -0.76
C 2.89 -1.50 0.60
N -3.13 -0.03 0.45
H -3.96 0.67 -2.86
O -0.31 -0.01 0.18
H -3.11 -2.53 2.21
```

As for the SMILES: C=NC(=C)NC(C)=O.CC(C)(C)C(=O)S. For the HOMO energy, the calculation gives -8.7472 eV. For the LUMO energy, the calculation gives 0.451 eV. As for the relative energy (zero: lowest compared OMol25 entry of this formula, charge and spin): 285.4 kJ/mol. Its HOMO-LUMO gap is 9.198 eV.



Below is 2 unconnected molecules or ions with the total composition C10H18N3O, with properties calculated with wB97M-V/def2-TZVPD.

The geometry in XYZ format:
```
32
Properties=species:S:1:pos:R:3
H -0.62 2.54 1.65
H 1.92 0.75 -2.38
H -0.34 -0.87 2.66
C -0.68 1.84 -0.42
H -0.46 1.15 -2.57
O 3.19 1.05 -0.18
H -1.43 -1.52 -2.39
C -1.61 -2.38 1.70
N 1.00 -1.94 -0.08
N -1.51 -1.95 0.26
C 1.33 1.97 0.84
H -1.23 -3.55 1.82
H -2.78 -2.41 1.59
C -0.29 -1.90 -0.52
H -2.33 0.88 -0.54
H -2.82 2.54 -0.04
H -2.58 2.25 -1.63
H -1.91 -0.74 3.27
C -0.01 2.26 0.71
H -0.93 -1.99 3.69
C 1.92 1.28 -0.16
N -0.54 -1.84 -1.86
C -0.06 1.38 -1.60
H 1.29 -1.68 1.02
H -2.26 -1.24 0.12
C 1.29 1.01 -1.44
H 1.77 -1.72 -0.74
H 0.08 -2.14 -2.56
H 1.83 2.39 1.71
C -1.21 -1.43 2.81
C -2.20 1.93 -0.61
H 3.78 1.27 0.54
```

For the HOMO energy, the calculation gives -11.2436 eV. For the LUMO energy, the calculation gives -3.282 eV. As for the relative energy (zero: lowest compared OMol25 entry of this formula, charge and spin): 427.5 kJ/mol. The charge is +1. Its HOMO-LUMO gap is 7.961 eV.



Below is 2 unconnected molecules or ions with the total composition C10H18N3O, with properties calculated with wB97M-V/def2-TZVPD.

The geometry in XYZ format:
```
32
Properties=species:S:1:pos:R:3
H -2.15 0.86 2.19
H -2.07 -1.44 2.31
N -1.62 3.34 0.22
C -0.84 -1.55 0.93
H 0.78 2.85 -0.74
C -1.27 2.20 0.84
N -2.21 1.72 1.68
H -2.55 3.70 0.12
H 3.08 1.56 -0.45
H 1.21 -3.88 -2.76
H 0.54 -2.84 2.06
H 2.44 0.83 0.85
C 1.23 -2.80 -2.56
H 1.65 -3.55 0.03
C 2.31 1.73 0.32
N -0.13 1.55 0.71
O -1.25 -0.94 2.20
H 2.39 2.60 0.97
C 0.19 -2.47 1.13
C -0.47 -1.41 -1.40
H -1.75 -0.04 -0.27
H 0.92 -2.33 -3.47
H -0.94 3.77 -0.38
C -1.11 -0.92 -0.29
H -0.69 -0.94 -2.39
H 0.20 1.15 1.58
H -3.13 2.14 1.74
C 0.91 1.87 -0.28
H 0.67 1.16 -1.11
C 0.52 -2.42 -1.32
H 2.29 -2.64 -2.42
C 0.85 -2.85 -0.03
```

For the HOMO energy, the calculation gives -11.8085 eV. For the LUMO energy, the calculation gives -2.641 eV. As for the relative energy (zero: lowest compared OMol25 entry of this formula, charge and spin): 124.5 kJ/mol. The charge is +1. Its HOMO-LUMO gap is 9.168 eV.



Below is a gas-phase ion, C10H18N3O2 (charge +1), with properties calculated with wB97M-V/def2-TZVPD.

The geometry in XYZ format:
```
33
Properties=species:S:1:pos:R:3
H -4.46 1.37 -1.48
H 2.09 -1.12 -1.76
H 1.70 -0.81 1.21
H -4.17 2.81 -0.52
C 4.30 -1.35 -0.21
C -3.19 1.30 0.37
H -2.94 2.20 -1.61
N 1.54 -0.44 0.24
H -2.77 2.04 0.95
C -0.72 0.72 0.53
C 3.11 -2.22 -0.25
C -4.40 0.53 1.05
C 1.89 -1.49 -0.81
H -5.05 -0.05 0.27
H 2.40 1.07 -0.79
H 2.49 1.27 0.95
H -4.04 -0.19 1.83
C 0.28 0.09 -0.10
H 2.98 -2.69 0.79
C 4.04 0.09 0.31
C 2.65 0.62 0.15
C -3.76 1.95 -0.89
H -0.49 1.48 1.26
O -0.95 -0.84 -1.24
H -5.00 1.43 1.43
H 3.49 -3.09 -0.96
H 1.04 -2.11 -0.83
N -2.07 0.45 0.17
H 4.81 0.73 -0.22
H 4.32 0.04 1.33
H -2.44 -1.44 0.05
O 5.40 -1.66 -0.55
N -2.12 -0.70 -0.66
```

For the HOMO energy, the calculation gives -11.8200 eV. For the LUMO energy, the calculation gives -3.653 eV. As for the relative energy (zero: lowest compared OMol25 entry of this formula, charge and spin): 801.2 kJ/mol. The charge is +1. Its HOMO-LUMO gap is 8.167 eV.



Below is a gas-phase ion, C10H18N3O4S (charge -1), with properties calculated with wB97M-V/def2-TZVPD.

The geometry in XYZ format:
```
36
Properties=species:S:1:pos:R:3
N 1.14 1.87 -3.05
S -0.76 -0.37 2.87
C 0.09 0.90 -0.99
H 2.06 2.96 -1.28
H 0.59 -2.12 1.90
H 1.19 -1.92 3.51
H -1.79 0.57 1.09
C -1.44 0.61 -0.82
H 4.10 2.62 4.65
H -2.83 -0.90 -0.52
C -1.83 -0.88 -0.81
C 0.80 -1.37 2.65
O 0.22 -0.13 -3.17
H -1.99 1.01 -1.56
H 3.84 1.27 5.79
C 1.63 3.04 -2.33
C 1.64 0.46 0.91
H 2.79 -1.30 1.82
O -1.94 1.21 0.31
H 0.24 2.00 -0.59
C 3.43 1.84 4.96
C 0.53 0.83 -2.53
H 0.90 3.86 -2.40
H 2.42 2.34 5.05
N 0.82 0.06 0.03
H -1.59 -1.16 -1.91
H 0.36 -0.87 0.26
N 2.32 0.26 3.40
H 1.28 1.84 -4.09
H -1.39 -1.57 -0.10
O 4.44 0.41 3.32
H 2.45 3.52 -2.91
H 1.52 0.41 3.96
C 1.98 -0.43 2.13
O 2.25 1.55 0.82
C 3.42 0.80 3.82
```

As for the SMILES: CNC(=O)[C@H](NC(=O)[C@H](C[S-])NC(C)=O)[C@@H](C)O. For the HOMO energy, the calculation gives -3.7263 eV. For the LUMO energy, the calculation gives 2.916 eV. The charge is -1. Its HOMO-LUMO gap is 6.643 eV.



In the order shown, the computed energy values come out to -4460.84597, -1947.53546, -1460.09596, -3262.44002, -1341.31159, -4317.84987, -576.43060, -1049.91274, -631.00950, -631.12487, -706.08309, -1255.29102 Ha.
In the order shown, the computed max |F| values come out to 0.2031, 0.1009, 0.0949, 0.0968, 0.1562, 0.0201, 0.0750, 0.0917, 0.0877, 0.0568, 0.0803, 0.1208 hartree/bohr.